Density functional theory data (ωB97M-V/def2-TZVPD) for a cluster of 5 separate species, C6H23O5 in total in a non-equilibrium geometry.

Structure (XYZ):
```
34
Properties=species:S:1:pos:R:3:forces:R:3:lowdin_charge:R:1
O 7.987460 17.645840 14.555030 0.41 0.32 -0.30 0.404
H 8.469700 17.371640 15.338530 0.82 -0.39 1.02 0.179
H 7.583700 16.876320 14.147070 -0.50 -0.94 -0.74 0.185
H 7.307050 18.266340 14.826380 -0.88 0.86 0.17 0.193
O 6.779630 14.691580 11.853160 0.12 0.33 0.36 -0.060
H 6.825620 13.753250 12.036620 0.04 -0.28 0.05 0.035
H 6.338190 14.749080 11.005780 -0.11 0.08 -0.26 0.037
O 9.195880 16.202850 18.050880 -0.13 0.23 -0.53 -0.057
H 9.052650 16.796440 18.788020 0.00 0.19 0.24 0.037
H 9.175580 15.328340 18.439510 0.03 -0.30 0.06 0.040
C 3.210880 16.242590 16.505280 0.79 0.29 -0.45 -0.061
C 2.892740 16.158180 15.013860 -1.74 0.02 0.72 -0.479
C 1.337660 16.123620 14.765580 0.85 -0.71 -0.15 -0.041
O 3.433590 17.347290 14.467010 0.44 0.43 -0.30 -0.078
H 2.853470 15.425890 17.132470 -0.27 0.18 -0.19 0.087
H 2.904730 17.235210 16.835560 -0.58 -0.22 0.25 0.085
H 4.292080 16.305290 16.628450 0.26 -0.34 -0.02 0.059
H 3.379780 15.322740 14.510950 -0.12 -0.37 0.18 0.126
H 1.136530 16.358250 13.720310 -0.07 0.40 0.00 0.070
H 0.756950 16.749120 15.443540 0.32 0.33 -0.15 0.081
H 0.914760 15.124220 14.867840 0.29 -0.23 0.25 0.075
H 3.184430 17.355840 13.539950 -0.03 0.21 -0.15 0.082
C 6.120270 22.991920 19.147210 -0.77 1.18 -0.34 -0.058
C 5.701400 22.210070 17.859760 -0.48 2.80 0.84 -0.489
C 5.662710 23.080970 16.598270 0.39 0.68 -0.60 -0.065
O 6.634760 21.205930 17.645090 0.64 -1.30 0.05 -0.057
H 7.008930 23.603180 18.989930 0.57 -0.58 -0.08 0.083
H 6.142050 22.462480 20.099740 0.44 -0.75 -0.35 0.079
H 5.444320 23.795940 19.438310 -0.69 -0.02 -0.54 0.078
H 4.681300 21.856520 18.009790 0.05 -0.59 0.07 0.129
H 6.619230 23.482900 16.264190 0.71 -0.71 0.33 0.075
H 5.158990 24.047590 16.602330 -0.97 -0.36 0.66 0.080
H 5.283740 22.495250 15.760760 -0.15 0.00 0.02 0.072
H 7.217860 21.285830 18.403520 0.31 -0.43 -0.13 0.076
```
Forces are in eV/Å.

Properties
Energy above the lowest of the compared OMol25 structures with the same formula, charge and spin   67.9 kcal/mol
Highest occupied orbital energy   -0.465 Ha
Orbital gap   8.31 eV
Net charge   +1

=====

Density functional theory data (ωB97M-V/def2-TZVPD) for a structure of composition C6H23O6 in a non-equilibrium geometry.

Structure (XYZ):
```
35
Properties=species:S:1:pos:R:3:forces:R:3:lowdin_charge:R:1
C 16.977561 -5.444281 15.302367 -0.47 1.23 -0.73 -0.206
O 18.024494 -4.742881 14.688764 -5.57 -2.91 1.94 -0.328
H 16.058225 -4.859678 15.268468 -0.63 0.11 -0.28 0.092
H 16.820289 -6.372966 14.753820 -0.54 -0.35 0.44 0.046
H 17.060159 -5.648357 16.369897 0.64 -0.17 0.36 0.068
C 17.831992 -6.862246 12.792729 0.82 -0.18 -0.19 -0.117
O 18.870862 -6.612551 13.755161 -0.01 -6.06 -1.19 -0.150
H 18.443164 -6.918986 11.891988 -0.78 -0.33 -0.51 0.097
H 17.206852 -7.738711 12.963354 0.37 -0.43 0.20 0.074
H 17.148002 -6.016325 12.724354 0.15 0.19 -0.11 0.098
H 18.502695 -6.059918 14.448451 -0.36 1.41 1.18 -0.044
C 15.815014 -7.956375 16.505740 -0.56 1.00 -0.56 -0.167
O 14.643988 -8.432456 17.131320 -0.45 -0.84 0.45 -0.125
H 15.690737 -6.891255 16.310403 0.19 -0.12 0.63 0.039
H 16.661061 -8.159532 17.162269 -0.05 0.06 -0.23 0.093
H 15.961340 -8.320167 15.488713 0.22 -0.78 0.11 0.077
H 13.917662 -8.458691 16.504143 0.13 0.11 -0.07 0.069
C 19.797773 -5.557845 16.635845 0.49 0.33 -1.41 -0.112
O 19.281131 -4.257872 16.436259 3.39 -1.43 7.66 -0.142
H 19.074914 -6.255373 17.058947 0.13 -0.07 0.55 0.075
H 19.966333 -5.871522 15.605658 0.39 -0.90 0.12 0.069
H 20.789435 -5.579002 17.087802 -0.23 0.16 0.56 0.081
H 18.581222 -4.486979 15.820436 -2.84 -0.72 -0.91 -0.100
C 19.940732 -1.984519 15.354256 -0.61 -1.04 -0.94 -0.165
O 19.125336 -2.956769 14.707250 1.53 5.67 -1.70 -0.183
H 20.069835 -1.158868 14.654462 -0.03 0.28 0.07 0.062
H 19.487546 -1.644317 16.285368 0.03 0.26 0.24 0.061
H 20.931245 -2.385380 15.569422 0.32 -0.02 0.22 0.064
H 19.199032 -3.793425 15.172170 1.56 1.97 -1.41 -0.069
C 20.425211 -4.489470 12.835977 0.86 0.12 -0.41 -0.212
O 19.071023 -4.567136 12.797770 0.64 2.69 -3.65 -0.160
H 20.802307 -3.471667 12.736098 -0.23 0.26 -0.07 0.075
H 20.856061 -4.858773 13.766613 0.12 -0.19 0.41 0.075
H 20.866349 -5.077909 12.031462 0.58 -0.30 -0.39 0.063
H 18.853605 -5.414230 13.193717 0.78 0.97 -0.39 -0.098
```
Forces are in eV/Å.

Properties
Energy above the lowest of the compared OMol25 structures with the same formula, charge and spin   213.7 kcal/mol
Highest occupied orbital energy   -0.150 Ha
Orbital gap   7.00 eV
Net charge   -1

=====

Density functional theory data (ωB97M-V/def2-TZVPD) for a structure of composition C6H23O6Ti in a non-equilibrium geometry.

Structure (XYZ):
```
36
Properties=species:S:1:pos:R:3:forces:R:3:mulliken_spin:R:1
Ti -3.385593 25.425244 15.539254 0.70 -0.04 1.38 3.256
O -2.527665 25.694978 17.557471 -1.21 0.45 -1.93 -0.371
H -2.751169 26.631377 17.679262 -0.02 -0.03 0.17 0.066
C -1.365535 22.593756 18.566028 -0.08 0.44 0.47 0.003
O -2.218842 22.957317 17.485331 -0.07 0.08 -0.10 0.023
H -0.582871 23.343444 18.706609 0.24 -0.21 -0.19 0.000
H -1.899214 22.588718 19.521701 -0.19 -0.15 -0.08 0.000
H -0.949992 21.603868 18.398670 0.04 0.05 -0.22 -0.002
H -2.383649 23.908386 17.587735 0.11 -0.37 0.18 -0.004
C -1.788039 26.753008 20.770426 -0.35 0.08 -1.14 -0.001
O -1.507924 25.541297 20.087547 0.11 -0.05 -0.22 -0.003
H -2.862522 26.959711 20.684927 -0.02 -0.01 0.58 0.000
H -1.446910 26.679633 21.798109 -0.12 -0.02 0.03 0.000
H -1.295894 27.594050 20.264022 0.25 0.05 0.28 0.000
H -1.834226 25.632612 19.162688 0.36 -0.20 0.81 0.000
C -4.963138 23.904069 19.441508 0.07 -0.02 -0.52 0.006
O -4.649896 25.282631 19.411205 0.02 0.33 0.11 -0.001
H -5.956118 23.751852 19.864650 0.02 0.24 0.03 0.001
H -4.975173 23.541935 18.406410 -0.02 -0.42 0.19 0.006
H -4.250468 23.320649 20.031527 0.07 0.04 -0.06 0.000
H -3.867009 25.397873 18.840447 -0.37 -0.24 0.32 0.013
C 0.778225 26.661155 17.797798 0.14 -0.89 0.34 -0.004
O -0.147435 26.617229 16.734778 0.16 0.46 -0.65 0.009
H 0.478159 27.384229 18.559336 0.09 -0.10 0.16 0.000
H 0.879864 25.651002 18.212568 -0.22 0.20 0.49 0.000
H 1.802249 26.877435 17.487414 -0.30 0.44 -0.57 -0.001
H -1.000113 26.269085 17.062409 0.59 -0.09 0.12 -0.013
C -2.545312 29.280718 17.586628 0.11 -0.40 -0.84 0.006
C -3.082828 30.680896 17.756152 -0.18 0.22 0.49 0.005
O -2.643791 31.221985 19.004840 -0.19 0.04 -0.16 0.001
H -2.721675 28.918901 16.566140 -0.18 0.02 0.04 0.011
H -3.008398 28.572156 18.277729 -0.03 0.14 0.17 -0.001
H -1.462287 29.237713 17.700852 -0.01 0.14 0.23 -0.003
H -4.178418 30.717700 17.737572 0.03 -0.24 -0.17 0.001
H -2.755227 31.355390 16.963788 0.27 -0.09 0.11 0.000
H -3.192037 30.798297 19.673499 0.17 0.13 0.15 0.000
```
Forces are in eV/Å.

Properties
2S+1   4
<S²>   3.752
Highest occupied orbital energy (spin up / spin down)   -0.285 / -0.354 Ha
Orbital gap (spin up / spin down)   6.92 / 8.73 eV